1.
The following is a quantum chemistry calculation of a structure of composition C9H29ClNO15P4, from the Open Molecules 2025 dataset.

Calculated values
Electronic energy (eV): -91688.8909
HOMO-LUMO gap (eV): 5.6

```
! RIJCOSX wB97M-V def2-TZVPD def2/J DEFGRID3
* xyz -1 1
O -1.0222 3.0498 2.5039
P 0.4098 3.3134 2.8352
O 0.5334 4.8151 3.4379
O 1.2194 3.3042 1.4336
N 1.0576 2.4101 3.9872
Cl 1.0451 0.7261 3.5485
H 0.4120 4.6835 4.3872
H 0.5965 3.4577 0.7165
C -2.2470 1.3569 -5.8783
O -2.2296 1.2056 -4.4484
P -1.1225 2.0354 -3.6227
O 0.1641 1.8192 -4.3057
O -1.3369 1.2018 -2.2729
C -0.8114 -0.1141 -2.1511
O -0.8959 3.4029 -2.7925
C -1.9640 4.2055 -2.2701
H -3.2305 1.0486 -6.2263
H -2.0727 2.3891 -6.1762
H -1.4870 0.7149 -6.3178
H 0.0189 -0.2671 -2.8410
H -1.5731 -0.8736 -2.3325
H -0.4466 -0.2274 -1.1317
H -2.5709 3.6343 -1.5661
H -2.5856 4.5916 -3.0794
H -1.5156 5.0455 -1.7479
C -6.8701 -2.5398 0.7886
O -5.5156 -2.6253 1.2618
P -4.3388 -2.5877 0.1609
O -4.6926 -3.5596 -0.8882
O -3.2220 -3.1011 1.1952
C -3.2449 -4.4627 1.6095
O -3.3875 -1.5084 -0.5253
C -3.1882 -0.2254 0.1323
H -7.4876 -2.2150 1.6235
H -6.9684 -1.8221 -0.0238
H -7.1984 -3.5212 0.4527
H -3.7602 -5.0918 0.8833
H -3.7366 -4.5477 2.5801
H -2.2136 -4.7957 1.7037
H -2.7455 -0.3628 1.1193
H -4.1389 0.2982 0.2320
H -2.5163 0.3749 -0.4639
C 6.8189 0.7603 3.0611
O 6.7877 -0.1423 1.9420
P 5.3589 -0.8751 1.6173
O 5.0585 -1.4335 2.9608
O 6.0645 -1.9326 0.6130
C 7.0159 -2.8379 1.1577
O 3.8839 -1.0949 0.9565
C 3.4847 -0.3398 -0.2091
H 7.6763 1.4176 2.9256
H 5.9154 1.3628 3.1187
H 6.9358 0.1889 3.9789
H 6.8593 -2.9801 2.2270
H 8.0281 -2.4684 0.9834
H 6.8920 -3.7917 0.6469
H 4.1490 -0.5479 -1.0514
H 3.4752 0.7283 0.0056
H 2.4759 -0.6496 -0.4652
*
```


2.
The following is a quantum chemistry calculation of a cluster of 8 separate species, C9H34ClFN15O10PS in total, from the Open Molecules 2025 dataset.

Calculated values
Structure (SMILES): CCN(P(O)Cl)S(=O)(=O)F.NC(N)=O.NC(N)=O.NC(N)=O.NC(N)=O.NC(N)=O.NC(N)=O.NC(N)=O
Electronic energy (eV): -88082.4233
HOMO-LUMO gap (eV): 9.5

```
! RIJCOSX wB97M-V def2-TZVPD def2/J DEFGRID3
* xyz 0 1
C 1.3415 -2.1091 3.3706
C 0.0131 -2.4975 2.6170
N -0.9627 -2.9572 3.6746
P -2.3563 -1.8924 3.9020
O -3.2422 -1.8291 2.4745
Cl -1.4373 -0.0025 4.0256
S -1.4096 -4.5783 3.4523
O -1.8586 -4.8822 2.0739
O -0.1955 -5.3848 3.7229
F -2.5276 -5.0504 4.5172
H 2.0400 -2.9694 3.3839
H 1.1259 -1.8346 4.4236
H 1.8031 -1.2692 2.8154
H -0.3761 -1.6561 2.0196
H 0.2473 -3.3515 1.9582
H -4.0178 -2.3760 2.6332
N 2.2531 2.3107 0.9456
C 2.3483 1.6901 2.1534
N 2.9856 2.3981 3.1271
O 1.8884 0.5737 2.3378
H 2.6145 3.2279 0.7518
H 1.7867 1.8063 0.2137
H 3.0696 1.9645 4.0278
H 3.3672 3.3148 2.9908
N -0.8826 -1.8365 -2.1661
C -0.4113 -2.4846 -1.0645
N -1.0039 -3.6831 -0.8060
O 0.4795 -2.0207 -0.3592
H -1.6088 -2.1937 -2.7574
H -0.4704 -0.9513 -2.3887
H -0.6873 -4.1911 -0.0008
H -1.7328 -4.0757 -1.3696
N 5.4602 3.6126 -0.1749
C 5.0459 4.7298 -0.8296
N 5.8482 5.8204 -0.7122
O 4.0071 4.7330 -1.4775
H 6.2977 3.5543 0.3724
H 4.8726 2.8023 -0.2590
H 5.5586 6.6559 -1.1870
H 6.6998 5.8316 -0.1848
N 1.0329 2.3536 -2.6782
C 0.5467 3.4204 -3.3744
N 1.3051 4.5446 -3.2779
O -0.4885 3.3605 -4.0250
H 1.8797 2.3810 -2.1414
H 0.5085 1.4995 -2.7188
H 0.9941 5.3628 -3.7727
H 2.1509 4.5836 -2.7395
N -3.0802 -8.6840 1.1497
C -3.0150 -9.3348 2.3463
N -2.3635 -8.6564 3.3306
O -3.5043 -10.4410 2.5207
H -2.6857 -7.7763 0.9869
H -3.5527 -9.1521 0.3997
H -2.2945 -9.1013 4.2262
H -1.9557 -7.7476 3.2037
N -2.5862 1.5277 -4.7519
C -2.8614 0.3204 -5.3092
N -3.8937 0.3130 -6.2019
O -2.2283 -0.6923 -5.0308
H -3.0880 2.3681 -4.9630
H -1.8295 1.5714 -4.0967
H -4.1216 -0.5637 -6.6314
H -4.4249 1.1261 -6.4454
N -0.4675 5.1472 -0.9323
C -0.6877 6.4484 -0.6016
N -1.2313 6.6504 0.6344
O -0.4174 7.3717 -1.3567
H -0.6807 4.3753 -0.3297
H -0.0652 4.9649 -1.8448
H -1.4060 7.5991 0.9082
H -1.4615 5.9110 1.2695
*
```


3.
The following is a quantum chemistry calculation of a cluster of 9 separate species, C9H35NO9 in total, from the Open Molecules 2025 dataset.

Calculated values
ΔE to the lowest compared entry with this formula, charge and spin (kJ/mol): 130.7
Structure (SMILES): CC1(C)CCCC(C)(C)N1O.O.O.O.O.O.O.O.O
Electronic energy (eV): -29816.5186
HOMO-LUMO gap (eV): 7.9

```
! RIJCOSX wB97M-V def2-TZVPD def2/J DEFGRID3
* xyz 0 1
C -1.2813 2.0007 0.1789
C -0.4936 2.3672 1.4260
C 0.4330 3.5019 1.0240
C -1.4101 2.8954 2.6577
C -2.0194 1.9231 3.5999
C -1.0393 0.8429 3.9558
C -0.2080 0.1888 2.8000
C 1.0170 -0.4611 3.4682
C -1.1573 -0.8027 2.1046
N 0.2983 1.2105 1.8385
O 1.1763 0.6630 0.8747
H -0.6648 1.6464 -0.6473
H -1.8812 1.0973 0.2881
H -1.9353 2.8442 -0.0422
H 0.6961 3.5463 -0.0328
H -0.0316 4.4529 1.2847
H 1.3398 3.4866 1.6286
H -0.8622 3.6781 3.1824
H -2.2882 3.3369 2.1864
H -2.4878 2.3149 4.5028
H -2.6806 1.3395 2.9593
H -1.6428 0.1077 4.4880
H -0.3422 1.2301 4.6989
H 1.7800 0.2414 3.8036
H 1.5832 -1.1045 2.7949
H 0.6052 -1.0746 4.2696
H -2.0801 -0.3357 1.7605
H -1.3360 -1.6000 2.8260
H -0.6513 -1.1382 1.1993
H 0.7350 -0.1838 0.7761
O 0.4315 -1.3238 -1.4498
H 0.0812 -2.1861 -1.6734
H 0.8846 -1.0360 -2.2424
O 2.1344 0.9694 -2.1743
H 2.6519 1.4592 -1.5352
H 1.3811 0.6490 -1.6781
O 0.8678 0.8405 -4.7091
H 0.2970 1.5953 -4.5654
H 1.3689 0.7605 -3.8975
O -0.8750 -3.9756 -0.8750
H -1.8135 -3.8181 -0.7721
H -0.7303 -4.8332 -0.4754
O 1.1959 -1.7402 -4.1360
H 1.1875 -0.8925 -4.5803
H 0.8158 -2.3476 -4.7707
O 3.8522 -1.8090 -3.9738
H 3.8572 -2.7237 -4.2560
H 2.9396 -1.6335 -3.7448
O -2.2871 -0.2896 -1.9073
H -1.5114 -0.8156 -1.7130
H -2.4235 0.2368 -1.1195
O 1.2196 -5.0485 -3.1205
H 0.8259 -5.2531 -3.9686
H 0.4780 -4.9997 -2.5172
*
```


4.
The following is a quantum chemistry calculation of a structure of composition C9H36BeN18O13S, from the Open Molecules 2025 dataset.

Calculated values
ΔE to the lowest compared entry with this formula, charge and spin (kJ/mol): 404.5
Electronic energy (eV): -74598.2566
HOMO-LUMO gap (eV): 4.0

```
! RIJCOSX wB97M-V def2-TZVPD def2/J DEFGRID3
* xyz 0 1
Be 2.6990 0.1047 1.0427
S 0.1397 0.0489 -0.3846
O 1.0393 1.2135 -0.5195
O 1.0333 -1.0459 0.0748
O -0.9106 0.2073 0.6246
O -0.3943 -0.3123 -1.6985
C -2.2177 4.0296 -1.0424
O -2.4443 4.7984 -1.9725
N -2.5007 4.3211 0.2419
N -1.7470 2.7833 -1.2107
H -2.2696 3.6746 0.9734
H -3.0402 5.1149 0.5370
H -1.4360 2.5806 -2.1570
H -1.1506 2.3913 -0.4995
C 3.9562 -3.6272 -1.0030
O 4.7729 -4.4711 -0.6494
N 2.6360 -3.7396 -0.7197
N 4.2738 -2.5548 -1.7421
H 2.0079 -2.9931 -0.9788
H 2.1595 -4.4291 -0.1476
H 5.1124 -2.7438 -2.2706
H 3.4891 -2.0337 -2.0957
C 0.6558 2.6325 2.8633
O 1.5985 2.0629 2.2702
N 0.8636 3.5846 3.7872
N -0.6112 2.2505 2.6807
H 0.1915 4.3222 3.9072
H 1.6865 3.5205 4.3601
H -1.3282 2.8475 3.0584
H -0.8222 1.4038 2.1710
C 2.1080 -1.2769 -3.9857
O 2.6634 -1.5630 -5.0365
N 0.9759 -1.9399 -3.5893
N 2.3134 -0.2897 -3.1435
H 0.7094 -2.8004 -4.0319
H 0.4288 -1.4791 -2.8712
H 3.2159 0.1455 -3.2520
H 1.6025 -0.1530 -2.4432
C -0.0207 -4.8793 1.1798
O 1.0126 -5.4270 0.7889
N -0.6116 -5.2367 2.3329
N -0.6204 -3.8384 0.5261
H -0.5390 -6.0687 2.8891
H -1.3840 -4.6508 2.6068
H -1.4086 -3.4250 0.9864
H -0.0466 -3.4352 -0.1943
C 0.9257 -1.6574 3.5003
O 1.9527 -1.1658 2.9891
N -0.3222 -1.4565 3.0867
N 0.8837 -2.3424 4.6560
H -0.4629 -0.5684 2.6316
H -1.0702 -2.0953 3.2646
H 1.7252 -2.8818 4.8220
H 0.0899 -2.4769 5.2498
C -2.3100 1.0775 -4.3308
O -3.0104 1.5495 -5.2348
N -1.1807 1.6596 -3.8973
N -2.5053 -0.0522 -3.6506
H -0.5941 1.0815 -3.3177
H -0.7168 2.2696 -4.5528
H -3.2866 -0.6337 -3.9008
H -1.8923 -0.2623 -2.8751
C -4.2603 0.1601 2.5311
O -4.0330 1.0444 3.3525
N -3.5050 -0.1716 1.4386
N -5.3176 -0.6537 2.6184
H -2.6786 0.3512 1.1864
H -3.7854 -0.9841 0.9254
H -5.9258 -0.2178 3.3004
H -5.5273 -1.4106 2.0002
C 2.6170 4.2307 -1.1764
O 3.2770 5.2054 -1.5413
N 2.3575 3.9883 0.1256
N 2.2538 3.2527 -1.9960
H 1.7940 3.1640 0.2569
H 2.3321 4.7356 0.7957
H 2.5875 3.1591 -2.9377
H 1.7464 2.4771 -1.5832
*
```